Computed, not measured: C4H8O2 in the gas phase, with ωB97M-V/def2-TZVPD.

```
14
Properties=species:S:1:pos:R:3:nbo_charge:R:1
C -1.785 -0.563 0.076 -0.2548
O -0.680 -0.528 -0.803 -0.5532
C 0.006 0.711 -0.773 -0.0523
C 1.403 0.534 -0.153 -0.5403
C 1.338 -0.611 0.841 0.4616
O 0.854 -0.500 1.944 -0.5342
H -2.226 -1.560 0.000 0.1949
H -2.534 0.188 -0.209 0.1651
H -1.475 -0.383 1.114 0.1863
H -0.565 1.443 -0.190 0.1784
H 0.078 1.085 -1.801 0.1890
H 1.691 1.443 0.384 0.2319
H 2.154 0.323 -0.922 0.2132
H 1.739 -1.584 0.493 0.1145
```

As for the orbital gap: 10.81 eV. For the HOMO energy, the calculation gives -9.814 eV. Its multiplicity is 1. The total energy comes out at -307.6471 a.u. The LUMO energy comes out at 1.00 eV. For the energy relative to the best compared isomer or geometry (same formula, charge and spin), the calculation gives 1.778 eV.